Computed, not measured: a molecular structure, C39H55Br2N10O7P2V, with the ωB97M-V functional and the def2-TZVPD basis.

Output
Energy relative to the best compared isomer or geometry (same formula, charge and spin) (kJ/mol): 44.97
Orbital gap (spin up / spin down) (eV): 6.2 / 7.5
Maximum force (eV Å⁻¹): 1.9
Calculated total energy (Eh): -9368.32928
<S²>: 3.761

Geometry as ORCA input:
```
! RIJCOSX wB97M-V def2-TZVPD def2/J DEFGRID3
* xyz 1 4
V -0.504 0.798 -0.844
O 2.394 1.576 0.831
C 3.282 0.856 0.000
C 2.497 -0.106 -0.942
O 3.119 -0.860 -1.703
O 1.232 -0.059 -0.926
C 4.000 1.859 -0.894
C 5.031 1.432 -1.726
C 5.690 2.334 -2.541
C 5.334 3.676 -2.534
C 4.317 4.106 -1.699
C 3.653 3.202 -0.881
C 4.297 0.123 0.878
C 4.977 0.899 1.814
C 5.880 0.326 2.691
C 6.120 -1.041 2.644
C 5.451 -1.818 1.713
C 4.545 -1.241 0.831
H 1.945 0.902 1.371
H 5.309 0.388 -1.731
H 6.495 1.992 -3.178
H 5.859 4.382 -3.164
H 4.041 5.154 -1.674
H 2.881 3.541 -0.207
H 4.783 1.963 1.854
H 6.404 0.946 3.408
H 6.830 -1.493 3.324
H 5.636 -2.884 1.662
H 4.038 -1.860 0.105
C -4.244 -3.725 -1.438
N -3.303 -2.909 -0.690
C -2.849 -3.538 0.542
P -2.272 -1.874 -1.479
O -1.431 -1.176 -0.499
O -3.271 -0.883 -2.267
P -3.704 0.571 -1.664
O -2.562 1.353 -1.152
N -4.438 1.333 -2.924
C -3.607 1.996 -3.918
C -5.747 0.946 -3.423
N -4.747 0.193 -0.453
C -5.835 -0.761 -0.564
C -4.848 1.073 0.704
N -1.391 -2.539 -2.701
C -2.016 -3.194 -3.837
C -0.046 -3.019 -2.386
H -5.131 -3.904 -0.826
H -3.818 -4.696 -1.712
H -4.562 -3.214 -2.347
H -3.687 -3.608 1.240
H -2.063 -2.938 0.994
H -2.469 -4.549 0.360
H -2.610 2.164 -3.515
H -4.057 2.955 -4.182
H -3.534 1.390 -4.829
H -6.404 0.661 -2.606
H -5.685 0.120 -4.141
H -6.196 1.803 -3.926
H -5.720 -1.375 -1.455
H -6.804 -0.254 -0.605
H -5.830 -1.421 0.307
H -3.993 1.743 0.736
H -4.853 0.464 1.612
H -5.770 1.661 0.674
H -2.977 -2.732 -4.061
H -2.160 -4.266 -3.670
H -1.375 -3.066 -4.711
H 0.402 -2.394 -1.615
H 0.569 -2.936 -3.283
H -0.054 -4.067 -2.068
Br -1.105 3.097 5.388
C -0.995 2.426 3.629
C -1.385 1.129 3.358
C -1.234 0.666 2.064
N -0.747 1.407 1.074
C -0.434 2.683 1.327
C -0.525 3.226 2.602
C -0.024 3.464 0.142
C 0.204 4.831 0.181
C 0.525 5.482 -1.000
Br 0.845 7.339 -1.004
C 0.615 4.758 -2.177
C 0.375 3.397 -2.118
N 0.054 2.761 -0.998
H -1.778 0.490 4.134
H -1.498 -0.347 1.787
H -0.229 4.245 2.796
H 0.134 5.382 1.106
H 0.881 5.232 -3.109
H 0.458 2.776 -3.002
N -0.550 0.066 -5.230
C 0.013 0.128 -3.988
N 1.323 -0.158 -3.895
O -0.696 0.456 -3.022
H 0.004 -0.043 -6.059
H -1.488 0.409 -5.321
H 1.809 -0.526 -4.695
H 1.722 -0.414 -2.986
N 1.485 -0.720 2.288
C 1.631 -1.547 3.083
N 1.838 -2.497 3.961
C 2.782 -2.255 5.060
C 2.082 -2.458 6.408
C 0.620 -2.036 6.303
C -0.144 -2.969 5.352
C 0.777 -3.464 4.225
H 3.142 -1.229 4.963
H 3.641 -2.922 4.946
H 2.604 -1.875 7.167
H 2.145 -3.504 6.718
H 0.575 -1.007 5.934
H 0.148 -2.036 7.285
H -1.007 -2.449 4.931
H -0.530 -3.832 5.897
H 0.234 -3.639 3.297
H 1.264 -4.403 4.498
*
```

Mulliken atomic charge list, values in e, 2 entries: 0.992, -0.304

---

Computed, not measured: a molecular structure, C39H55CsNOP3S2, with the ωB97M-V functional and the def2-TZVPD basis.

Output
Energy relative to the best compared isomer or geometry (same formula, charge and spin) (kJ/mol): 76.49
Orbital gap (eV): 4.2
Maximum force (eV Å⁻¹): 1.2
Calculated total energy (Eh): -3489.79405

Geometry as ORCA input:
```
! RIJCOSX wB97M-V def2-TZVPD def2/J DEFGRID3
* xyz -2 1
Cs 1.010 -0.199 -1.317
C -1.354 -4.448 -2.702
C -1.124 -5.236 -1.581
C -1.185 -4.675 -0.314
C -1.509 -3.333 -0.162
C -1.764 -2.554 -1.281
C -1.658 -3.102 -2.554
H -1.267 -4.870 -3.696
H -0.873 -6.285 -1.699
H -0.974 -5.272 0.565
H -1.550 -2.893 0.826
H -2.011 -1.508 -1.151
H -1.789 -2.474 -3.428
C -4.455 2.797 -1.901
C -3.094 2.104 -1.897
C -3.277 0.661 -2.372
P -2.000 2.058 -0.370
C -1.128 3.703 -0.461
C -1.937 4.962 -0.755
C -0.327 3.863 0.830
C -3.053 2.201 1.121
C -4.120 3.084 1.268
C -4.918 3.107 2.404
C -4.634 2.208 3.429
C -3.571 1.337 3.333
C -2.712 1.328 2.203
N -1.542 0.656 2.151
C -1.319 -0.573 2.646
C -2.298 -1.551 2.969
C -1.939 -2.834 3.337
C -0.606 -3.230 3.385
C 0.374 -2.283 3.088
C 0.051 -0.977 2.764
P 1.222 0.373 2.421
C 2.907 -0.422 2.264
C 3.650 -1.003 3.467
C 3.805 0.639 1.611
C 1.343 1.227 4.093
C 0.482 2.488 4.128
C 1.035 0.344 5.300
H -4.919 2.685 -2.886
H -4.396 3.863 -1.681
H -5.123 2.342 -1.168
H -2.440 2.608 -2.620
H -3.836 0.085 -1.628
H -2.323 0.153 -2.531
H -3.837 0.624 -3.311
H -0.417 3.557 -1.283
H -2.661 5.157 0.039
H -2.471 4.899 -1.705
H -1.271 5.829 -0.810
H -0.995 4.092 1.666
H 0.398 4.676 0.737
H 0.205 2.943 1.083
H -4.345 3.775 0.468
H -5.742 3.806 2.484
H -5.243 2.199 4.329
H -3.336 0.677 4.159
H -3.346 -1.294 2.886
H -2.724 -3.550 3.561
H -0.330 -4.247 3.638
H 1.414 -2.584 3.102
H 2.738 -1.209 1.519
H 3.867 -0.222 4.201
H 4.612 -1.420 3.149
H 3.100 -1.790 3.982
H 4.042 1.434 2.327
H 3.319 1.117 0.761
H 4.753 0.208 1.276
H 2.395 1.539 4.144
H -0.574 2.238 4.010
H 0.744 3.169 3.318
H 0.614 3.015 5.079
H -0.013 0.037 5.284
H 1.213 0.893 6.232
H 1.635 -0.565 5.314
S 0.978 -0.858 -4.586
C 1.745 0.606 -5.209
C 1.239 1.110 -6.419
C 1.731 2.249 -7.035
C 2.779 2.936 -6.438
C 3.299 2.461 -5.245
C 2.820 1.310 -4.595
S 3.616 0.885 -3.077
H 0.420 0.562 -6.870
H 1.295 2.593 -7.969
H 3.189 3.835 -6.889
H 4.115 2.986 -4.762
C 4.439 -2.417 -1.691
P 2.932 -3.303 -1.274
C 3.462 -4.802 -0.394
C 2.226 -3.866 -2.823
O 1.977 -2.510 -0.448
H 5.089 -3.068 -2.282
H 4.953 -2.127 -0.773
H 4.199 -1.515 -2.273
H 4.154 -5.391 -0.996
H 2.581 -5.401 -0.158
H 3.946 -4.514 0.540
H 2.910 -4.526 -3.362
H 2.004 -2.995 -3.457
H 1.300 -4.398 -2.602
*
```

Mulliken atomic charge list, values in e, 2 entries: 1.036, -0.566

---

Q: Look up the energy relative to the best compared isomer or geometry (same formula, charge and spin) of the second one.
A: 76.49 kJ/mol

---

Q: Look up the maximum force of the second one.
A: 1.2 eV Å⁻¹